P) DFT (ωB97M-V/def2-TZVPD) results for 6 unconnected molecules or ions with the total composition C2H14O5.

E_HOMO = -10.349 eV
gap between HOMO and LUMO = 10.61 eV
structure (SMILES) = C=C.O.O.O.O.O

Structure (ORCA input):
```
! RIJCOSX wB97M-V def2-TZVPD def2/J DEFGRID3
* xyz 0 1
C -4.837 -0.824 2.378
C -4.239 0.332 2.602
H -4.728 -1.405 1.479
H -5.623 -1.192 3.026
H -3.407 0.713 2.026
H -4.261 0.799 3.584
O -0.574 -3.791 -1.531
H -1.157 -3.733 -0.765
H -0.002 -4.569 -1.472
O 3.036 -0.589 -1.966
H 2.383 -1.201 -2.322
H 3.685 -0.433 -2.660
O 1.497 0.618 2.706
H 1.130 0.167 3.472
H 1.191 0.121 1.941
O 2.272 3.107 -3.103
H 2.303 3.052 -2.142
H 3.079 2.656 -3.392
O 1.075 1.321 -0.057
H 1.737 1.359 -0.759
H 0.216 1.126 -0.439
*
```

---

Q) DFT (ωB97M-V/def2-TZVPD) results for 5 unconnected molecules or ions with the total composition C2H14O5.

E_HOMO = -10.588 eV
gap between HOMO and LUMO = 10.83 eV
structure (SMILES) = CCO.O.O.O.O

Structure (ORCA input):
```
! RIJCOSX wB97M-V def2-TZVPD def2/J DEFGRID3
* xyz 0 1
C -0.560 0.869 1.440
C 0.846 0.720 1.135
O 1.201 -0.600 1.013
H -0.814 0.193 2.251
H -1.040 1.838 1.492
H -1.101 0.198 0.635
H 1.610 1.279 1.667
H 0.923 1.081 0.060
H 1.601 -0.954 1.942
O 1.788 0.263 -2.966
H 2.667 -0.132 -2.842
H 1.244 -0.567 -2.670
O -2.775 -0.717 -0.383
H -3.487 -1.256 -0.341
H -1.998 -1.282 -0.024
O -1.882 2.671 -0.740
H -2.065 2.466 0.157
H -2.240 1.924 -1.309
O 2.007 -2.647 -0.519
H 2.427 -2.003 0.070
H 1.648 -3.343 -0.067
*
```

---

Most stable of them? P).

---

P) DFT (ωB97M-V/def2-TZVPD) results for C17H23N3O3 in the gas phase.

E_HOMO = -8.161 eV
gap between HOMO and LUMO = 8.73 eV
structure (SMILES) = CC(C)C[C@H](NC(=O)[C@@H](N)Cc1c[nH]c2ccccc12)C(=O)O

Structure (ORCA input):
```
! RIJCOSX wB97M-V def2-TZVPD def2/J DEFGRID3
* xyz 0 1
C -1.251 2.646 -1.377
C -1.283 1.844 -0.103
C -1.813 2.695 1.030
C -2.120 0.554 -0.176
C -1.821 -0.448 -1.285
N -0.443 -0.840 -1.391
C 0.037 -2.104 -1.454
O -0.681 -3.075 -1.222
C 1.584 -2.239 -1.761
N 2.168 -1.219 -2.650
C 2.462 -2.341 -0.476
C 2.410 -1.176 0.453
C 3.309 -0.131 0.493
N 3.017 0.725 1.518
C 1.894 0.301 2.178
C 1.233 0.877 3.278
C 0.097 0.175 3.726
C -0.303 -1.045 3.153
C 0.361 -1.579 2.104
C 1.481 -0.877 1.547
C -2.441 -0.054 -2.641
O -1.771 0.371 -3.561
O -3.807 -0.140 -2.687
H -0.729 2.174 -2.188
H -0.659 3.543 -1.260
H -2.263 2.833 -1.780
H -0.235 1.573 0.105
H -1.172 3.571 1.226
H -1.781 2.117 1.973
H -2.847 3.015 0.890
H -3.210 0.773 -0.108
H -1.937 -0.018 0.762
H -2.352 -1.398 -1.040
H 0.243 -0.133 -1.701
H 1.646 -3.220 -2.287
H 1.580 -1.060 -3.438
H 2.294 -0.316 -2.129
H 3.490 -2.377 -0.773
H 2.107 -3.261 0.059
H 4.192 0.031 -0.128
H 3.507 1.581 1.722
H 1.546 1.866 3.634
H -0.508 0.599 4.520
H -1.159 -1.635 3.564
H 0.018 -2.459 1.614
H -4.093 -0.720 -1.935
*
```

---

Q) DFT (ωB97M-V/def2-TZVPD) results for C17H23N3O3 in the gas phase.

E_HOMO = -8.356 eV
gap between HOMO and LUMO = 8.83 eV
structure (SMILES) = CC(C)C[C@H](N)C(=O)N[C@@H](Cc1c[nH]c2ccccc12)C(=O)O

Structure (ORCA input):
```
! RIJCOSX wB97M-V def2-TZVPD def2/J DEFGRID3
* xyz 0 1
C -0.609 -2.306 2.096
C -0.321 -1.874 0.626
C 0.899 -2.530 0.071
C -1.486 -2.021 -0.394
C -2.837 -1.359 -0.127
N -3.729 -1.510 -1.263
C -2.587 0.038 0.411
O -2.629 0.312 1.613
N -2.115 0.881 -0.544
C -1.124 1.990 -0.130
C -0.192 2.209 -1.297
C 0.970 1.266 -1.302
C 1.230 0.242 -2.135
N 2.448 -0.402 -1.818
C 2.908 0.171 -0.600
C 4.039 -0.106 0.137
C 4.299 0.796 1.191
C 3.472 1.914 1.444
C 2.255 2.048 0.778
C 2.040 1.268 -0.350
C -2.029 3.161 0.142
O -1.938 4.218 -0.382
O -2.891 3.020 1.156
H -1.411 -1.775 2.602
H 0.339 -2.180 2.689
H -0.826 -3.282 2.085
H -0.274 -0.792 0.788
H 1.817 -2.062 0.401
H 0.823 -2.559 -1.012
H 0.923 -3.606 0.376
H -1.621 -3.119 -0.715
H -0.952 -1.615 -1.277
H -3.354 -1.786 0.733
H -3.505 -0.726 -1.871
H -4.663 -1.291 -1.060
H -2.124 0.638 -1.531
H -0.503 1.741 0.672
H -0.748 2.182 -2.247
H 0.302 3.212 -1.369
H 0.704 -0.265 -2.890
H 2.573 -1.412 -2.166
H 4.723 -0.941 -0.166
H 5.321 0.681 1.625
H 3.635 2.591 2.298
H 1.611 2.843 1.146
H -2.861 2.100 1.569
*
```

---

R) DFT (ωB97M-V/def2-TZVPD) results for C17H23N3O3 in the gas phase.

E_HOMO = -8.259 eV
gap between HOMO and LUMO = 8.58 eV
structure (SMILES) = CC(C)C[C@H](N)C(=O)N[C@@H](Cc1c[nH]c2ccccc12)C(=O)O

Structure (ORCA input):
```
! RIJCOSX wB97M-V def2-TZVPD def2/J DEFGRID3
* xyz 0 1
C 2.270 -2.299 -0.336
C 3.088 -1.439 0.781
C 3.932 -2.401 1.605
C 3.887 -0.242 0.150
C 3.046 0.567 -0.829
N 3.840 1.573 -1.558
C 2.014 1.404 -0.136
O 1.906 1.511 1.114
N 1.023 1.930 -0.977
C -0.411 1.762 -0.733
C -0.598 0.482 0.056
C -1.990 0.268 0.576
C -2.443 0.907 1.683
N -3.877 0.921 1.736
C -4.335 0.036 0.777
C -5.539 -0.582 0.443
C -5.783 -1.287 -0.735
C -4.689 -1.481 -1.592
C -3.481 -0.894 -1.295
C -3.272 -0.285 -0.071
C -0.946 2.969 -0.008
O -1.789 3.711 -0.447
O -0.406 3.122 1.254
H 2.120 -3.337 -0.207
H 2.798 -2.409 -1.236
H 1.348 -1.788 -0.489
H 2.323 -1.047 1.506
H 4.055 -1.981 2.619
H 4.904 -2.538 1.095
H 3.483 -3.389 1.742
H 4.372 0.299 1.027
H 4.860 -0.576 -0.397
H 2.594 -0.155 -1.522
H 4.662 1.114 -1.943
H 3.308 1.886 -2.322
H 1.275 2.289 -1.933
H -0.837 1.563 -1.717
H -0.020 0.474 1.002
H -0.289 -0.397 -0.559
H -1.877 1.359 2.464
H -4.360 0.822 2.613
H -6.350 -0.521 1.086
H -6.728 -1.620 -0.998
H -4.840 -2.042 -2.529
H -2.672 -0.875 -1.997
H 0.428 2.617 1.236
*
```

---

Most stable of them? P).